1.
The following is a DFT calculation (ωB97M-V/def2-TZVPD) of a structure of composition C57H86BF5N21O2P2.

Geometry as XYZ:
```
174
Properties=species:S:1:pos:R:3:mulliken_charge:R:1
P 2.564 4.040 1.913 -0.121
P -2.802 5.419 2.213 0.283
F -1.987 3.570 -0.332 -0.200
F 2.885 1.269 -3.592 -0.251
F -2.517 2.237 1.583 -0.254
F 1.111 -0.042 -4.480 -0.172
F 0.861 2.274 -4.121 -0.274
O -3.021 6.127 0.836 -0.499
O -1.112 6.018 4.909 -0.588
N 0.285 -1.124 -9.653 -0.575
N -5.695 2.619 4.633 -0.456
N 7.479 -7.274 1.852 -0.422
N -2.014 -2.879 -4.812 -0.540
N -3.462 5.631 -0.837 -0.504
N 2.621 -7.595 12.009 -0.384
N -0.916 5.012 -7.708 -0.464
N 3.592 -4.114 -8.406 -0.468
N -1.430 0.865 3.901 -0.506
N 4.578 -4.595 -3.787 -0.519
N 0.838 -5.509 6.618 -0.439
N -3.818 -9.209 1.654 -0.436
N -1.121 4.905 2.556 1.087
N -3.231 -8.093 -3.513 -0.505
N 1.068 9.216 1.942 -0.485
N -2.803 -4.642 0.881 -0.512
N 1.450 -6.869 -2.256 -0.556
N 3.109 -3.468 1.764 -0.576
N 0.120 6.794 7.867 -0.526
N -4.574 -2.820 -0.675 -0.435
N 1.975 5.569 -1.811 -0.473
C 1.240 -1.811 -9.391 0.252
C 6.398 -6.753 1.775 0.220
C 3.001 -3.721 0.576 0.330
C -0.017 9.731 1.869 0.543
C -0.479 3.801 1.748 0.962
C 3.889 4.342 0.539 -0.444
C 1.593 -6.025 5.837 0.299
C 0.659 5.950 0.837 -0.720
C 1.309 6.153 -2.625 0.572
C -2.325 7.949 7.701 -0.717
C -3.944 -4.631 1.260 0.518
C 1.012 0.801 -2.055 0.013
C -3.572 5.403 -2.023 0.694
C 2.862 -4.026 -0.892 -0.291
C 0.475 6.885 -3.646 -0.836
C -3.069 -9.720 0.864 0.350
C -6.367 3.204 3.825 0.393
C -0.303 6.142 2.165 -0.555
C -1.241 3.386 4.923 -0.621
C 0.903 4.323 1.017 1.011
C -0.039 -5.518 -4.071 -0.682
C -0.966 7.307 7.794 0.507
C 4.988 -5.497 -3.106 0.439
C -3.481 -6.055 -1.743 -0.394
C 1.137 -6.272 10.169 -0.604
C 5.757 -5.650 -7.826 -0.862
C 2.539 -6.672 4.859 -0.591
C -3.353 -0.977 4.395 -1.039
C 0.789 -6.269 -3.062 0.449
C 1.036 -0.577 0.382 -0.785
C 2.820 2.190 2.358 -0.341
C 4.212 5.910 0.300 -0.835
C -2.130 -10.359 -0.126 -0.634
C 1.435 1.046 -3.586 0.662
C -1.442 2.863 0.802 0.873
C 5.502 -6.627 -2.252 -0.558
C 5.044 -6.099 1.679 -0.066
C -4.091 -0.843 -2.467 -0.180
C 0.043 4.335 -7.447 0.329
C -2.284 0.046 4.120 0.608
C 0.022 1.837 -1.363 -0.544
C 1.962 -7.008 11.193 0.285
C 2.441 -2.678 -9.061 -0.626
C -1.525 -0.909 -6.606 -0.281
C 1.245 3.487 -7.119 -0.460
C -1.797 -2.004 -5.609 0.450
C 4.556 -4.798 -8.148 0.515
C 0.040 0.484 1.047 -0.173
C -5.371 -4.625 1.743 -0.814
C 2.096 1.743 3.737 -0.696
C -0.454 1.716 0.171 0.227
C -3.342 -7.189 -2.728 0.104
C -4.359 -1.944 -1.471 0.348
C -7.208 3.937 2.812 -0.717
C -3.709 5.118 -3.498 -0.942
C 1.528 -0.403 -1.136 -0.349
C -1.375 10.377 1.777 -0.827
B -1.140 4.790 4.091 0.439
H 1.083 4.011 -0.078 -0.013
H -0.260 2.777 4.833 0.183
H -1.389 3.638 6.050 0.294
H -2.175 2.827 4.538 0.113
H 2.153 -3.723 -9.093 0.368
H -0.284 5.995 5.459 0.302
H -4.636 5.555 -3.876 0.333
H -0.274 0.341 2.147 0.084
H 3.571 -6.439 5.130 0.273
H -2.434 -0.681 -7.166 0.380
H 2.342 -6.299 3.851 0.144
H -5.573 -5.533 2.315 0.358
H -3.316 -1.159 -3.169 -0.107
H -2.009 10.026 2.594 0.249
H -0.871 7.117 1.935 -0.345
H 2.403 -7.755 4.871 0.310
H -4.055 -1.015 3.559 0.233
H 6.129 -5.405 -6.829 0.240
H -0.031 2.973 2.448 -1.362
H 0.577 -5.254 -4.934 0.355
H -0.874 -6.138 -4.406 0.311
H 5.144 -5.014 1.748 0.275
H -3.132 6.406 3.237 0.091
H -3.755 0.056 -1.946 0.027
H 5.707 -6.267 -1.242 0.031
H 3.321 6.354 -0.290 0.109
H -2.228 9.035 7.765 0.313
H 5.198 6.026 -0.318 0.336
H 2.654 0.792 4.112 0.419
H -8.035 3.302 2.486 0.309
H 3.639 3.753 -0.436 0.222
H 4.861 3.839 0.960 0.384
H 2.840 -5.107 -1.048 0.113
H -6.599 4.201 1.945 0.230
H 0.073 7.801 -3.209 0.346
H -2.865 5.550 -4.041 0.197
H 4.576 -6.354 0.726 0.031
H -0.353 6.252 -3.972 0.073
H -1.096 -10.135 0.143 0.250
H 6.548 -5.468 -8.557 0.291
H -1.276 11.462 1.844 0.343
H -4.442 -5.555 -1.886 0.307
H 0.985 1.432 3.613 0.075
H 3.234 -2.501 -9.789 0.308
H 3.707 -3.605 -1.441 0.254
H 3.972 2.085 2.548 0.468
H 2.271 2.563 4.527 0.219
H -7.612 4.849 3.255 0.278
H 0.307 -6.901 9.839 0.254
H -3.427 -6.438 -0.723 0.147
H 1.429 -1.480 0.989 0.095
H -0.434 -4.604 -3.622 0.125
H 1.628 6.501 1.150 0.503
H 2.036 3.663 -7.851 0.347
H 1.755 -6.017 9.306 0.174
H 4.324 6.438 1.319 0.317
H -3.738 4.326 2.436 0.048
H -2.678 -5.330 -1.894 0.317
H -2.794 7.689 6.749 0.192
H -2.900 -1.962 4.525 0.360
H 2.809 -2.434 -8.064 0.300
H -0.747 -1.226 -7.305 -0.063
H 1.089 7.142 -4.511 0.361
H -1.191 -0.008 -6.087 0.075
H -5.003 -0.613 -3.023 0.316
H -0.350 2.735 -2.004 0.306
H 0.220 6.219 -0.191 -0.170
H -6.051 -4.581 0.890 0.282
H -2.329 -9.974 -1.129 0.187
H 0.971 2.430 -7.139 0.139
H 1.936 -3.593 -1.276 0.238
H -2.959 7.599 8.518 0.307
H -3.728 4.040 -3.669 0.251
H -5.544 -3.756 2.381 0.232
H 4.406 -6.449 2.493 -0.042
H 1.617 3.740 -6.124 0.131
H 0.489 6.514 2.935 0.250
H 2.267 -1.145 -1.611 0.489
H 6.424 -7.028 -2.680 0.359
H 0.737 -5.354 10.604 0.263
H 5.482 -6.706 -7.854 0.275
H 2.602 1.486 1.456 0.009
H -2.271 -11.442 -0.127 0.279
H -3.896 -0.713 5.305 0.350
H -1.845 10.120 0.826 0.262
H 4.757 -7.424 -2.202 0.296
```

Results
F_max ... 13.80 eV/Å
Total charge ... +1
HOMO-LUMO gap ... 0.278 hartree
Highest occupied orbital energy ... -10.4 eV

***

2.
The following is a DFT calculation (ωB97M-V/def2-TZVPD) of a structure of composition C57H97CdN8SSi4Te.

Geometry as XYZ:
```
169
Properties=species:S:1:pos:R:3:mulliken_charge:R:1
Te -0.268 -0.240 -3.271 -0.917
Cd -0.514 0.348 0.436 1.626
S 3.568 -0.976 1.356 -0.502
Si -2.320 -1.719 -6.383 0.304
Si -1.358 1.865 -6.542 0.232
Si -0.644 -0.201 -5.676 0.418
Si 1.350 -0.792 -6.796 0.165
N -2.041 1.357 -0.686 -0.420
N 0.880 -1.355 -0.273 -0.172
N 1.145 -3.317 -1.715 1.155
N 2.346 -3.242 1.700 2.246
N 4.512 -3.388 0.848 0.439
N 0.102 -0.211 2.430 -0.296
N -1.943 -1.243 0.630 -1.366
N 0.120 2.348 0.998 0.230
C -3.165 -2.946 -0.292 0.921
C 1.153 -6.561 4.124 -0.999
C -5.572 -3.481 -0.724 -1.299
C 1.171 -1.370 -8.613 -1.125
C -3.962 -1.495 -5.420 -0.413
C 1.231 5.308 4.141 -0.925
C -4.126 -3.647 -1.197 -0.750
C -0.038 -1.451 2.950 -0.705
C -2.428 -3.477 0.731 0.710
C 2.242 -2.233 -5.894 -0.728
C 1.989 -4.641 1.598 0.351
C 2.706 0.562 -6.845 -1.171
C -2.399 -4.895 1.207 -0.556
C -3.752 1.704 -2.176 1.154
C 1.353 1.798 3.026 -0.962
C -3.258 2.097 -6.472 -0.536
C -3.077 0.752 -1.310 0.073
C 3.478 -2.627 1.293 0.182
C 1.360 -0.354 4.339 1.060
C -2.842 -1.534 -0.339 0.066
C 5.784 -2.875 3.873 -0.638
C -1.060 3.591 -0.733 -0.980
C 0.753 -1.561 4.163 1.216
C -1.669 -2.384 1.301 0.438
C 0.102 -3.832 -2.577 -0.784
C -0.822 -2.472 2.408 -0.049
C -0.131 3.477 0.299 0.091
C -3.406 -0.594 -1.199 -0.895
C -3.330 4.178 -2.752 -0.958
C -0.447 -2.838 5.937 -1.437
C -5.030 1.450 -2.900 -0.610
C 2.220 0.075 5.481 -1.145
C -3.346 -5.110 2.389 -1.307
C 1.258 4.087 1.965 0.693
C 0.557 5.997 0.377 -1.059
C -0.665 3.377 -5.597 -0.721
C -1.974 2.627 -1.143 0.326
C -6.217 1.531 -1.936 -1.370
C 0.801 -2.758 5.054 -0.039
C -0.866 2.174 -8.373 -1.142
C 2.084 4.828 2.964 -1.024
C 2.498 -3.588 -2.156 -0.492
C 0.943 2.671 2.022 0.119
C 5.806 -2.862 0.491 -1.087
C -4.210 5.064 -1.869 -1.274
C 0.948 -2.198 -1.061 -0.731
C 2.112 -6.819 2.969 -0.936
C -0.642 6.787 0.913 -0.882
C 0.594 4.589 0.883 0.677
C 6.589 -2.130 2.816 -0.316
C -3.050 2.868 -2.090 1.101
C -1.896 -3.579 -6.122 -1.078
C 1.402 0.862 6.509 -1.046
C 0.953 0.479 3.223 -0.030
C -2.821 -1.596 -8.235 -1.137
C 2.841 -5.556 2.499 -0.133
C 6.882 -2.981 1.578 -0.834
H 7.008 -4.031 1.860 0.370
H -0.659 7.791 0.489 0.372
H 3.744 -5.874 1.970 0.590
H 0.511 5.984 -0.716 0.388
H 1.572 -7.262 2.128 0.359
H 2.612 -4.668 -2.269 0.372
H 2.717 -3.106 -3.114 -0.072
H -1.308 3.084 -8.772 0.363
H -5.701 -3.912 0.267 0.254
H -1.957 -1.736 -8.879 0.253
H -2.004 -3.853 -5.077 0.162
H -1.179 1.350 -9.009 0.302
H -6.146 0.752 -1.180 0.249
H -1.130 4.556 -1.219 0.232
H 3.252 -2.408 -6.259 0.473
H 0.417 3.436 -5.692 0.393
H 1.694 -3.167 -5.976 0.382
H -0.790 -3.427 2.918 0.430
H -6.227 2.491 -1.424 0.277
H 2.030 1.192 7.337 0.401
H 0.681 -0.601 -9.202 0.293
H 4.812 -3.164 3.482 -0.208
H 6.314 -3.769 4.206 0.376
H -0.485 -1.987 6.613 0.290
H -1.573 6.286 0.659 0.119
H -0.870 -3.787 -6.410 0.239
H 2.947 0.893 -5.839 0.308
H -3.760 -1.483 -4.354 -0.418
H 0.879 -3.669 4.457 -1.025
H 2.880 4.178 3.333 0.376
H 0.601 0.243 6.909 0.225
H -0.870 -3.553 -2.177 0.021
H -3.883 -4.713 -1.233 0.551
H -1.381 -5.166 1.502 -0.276
H 6.029 -1.247 2.512 0.119
H -3.101 -4.430 3.199 0.197
H 2.862 -7.545 3.296 0.388
H -0.590 6.875 1.996 0.210
H 0.952 1.733 6.038 0.151
H -3.568 -2.335 -8.520 0.385
H 2.033 -4.989 0.557 0.212
H 1.585 -2.591 1.880 -2.358
H -7.157 1.412 -2.476 0.433
H 0.947 -4.707 1.915 -0.948
H -0.895 3.286 -4.540 -0.101
H 0.195 -3.428 -3.590 0.053
H 4.454 -4.385 0.962 0.054
H 0.195 -4.919 -2.597 0.368
H 3.628 0.211 -7.307 0.356
H -3.717 5.256 -0.920 0.201
H -3.232 -0.615 -8.455 0.283
H 1.836 5.861 4.858 0.389
H 3.151 -4.986 3.376 0.038
H -2.695 -5.558 0.390 0.581
H 2.034 2.199 3.765 0.211
H 2.131 -1.580 -9.080 0.384
H 7.528 -1.801 3.266 0.440
H 2.372 1.432 -7.402 0.284
H -3.825 4.009 -3.710 0.235
H -6.258 -3.973 -1.411 0.439
H -5.156 4.573 -1.659 0.203
H 0.567 -2.270 -8.678 0.304
H 6.145 -3.395 -0.405 0.480
H -3.560 3.112 -6.720 0.441
H -4.688 -2.281 -5.613 0.506
H 0.712 -7.496 4.461 0.469
H 0.434 5.959 3.791 0.154
H 1.685 -6.115 4.961 0.282
H 2.549 5.694 2.487 0.415
H 0.350 -5.894 3.828 0.106
H 2.655 -0.800 5.971 0.439
H 0.774 4.461 4.645 0.178
H -2.536 -4.242 -6.700 0.417
H -4.414 6.017 -2.353 0.427
H -2.388 4.695 -2.955 0.436
H 1.686 -2.711 5.691 0.632
H -4.030 -3.249 -2.210 0.001
H 2.314 -1.982 -4.840 -0.373
H -0.446 -3.751 6.532 0.434
H 5.614 -2.231 4.733 0.335
H 3.043 0.690 5.112 0.406
H 0.212 2.264 -8.465 0.276
H -3.772 1.424 -7.152 0.388
H -5.011 0.462 -3.362 -0.385
H -4.177 -0.959 -1.863 0.352
H 7.821 -2.649 1.129 0.356
H -3.615 1.887 -5.470 -0.367
H 3.202 -3.225 -1.408 0.100
H 5.664 -1.808 0.251 0.508
H -5.827 -2.426 -0.669 0.198
H -3.282 -6.133 2.756 0.415
H -1.343 -2.816 5.323 0.242
H -4.372 -4.915 2.087 0.291
H -5.163 2.187 -3.695 0.451
H -1.083 4.317 -5.953 0.360
H -4.433 -0.552 -5.673 0.316
H 1.476 6.512 0.667 0.372
```

Results
ΔE to the lowest compared entry with this formula, charge and spin ... 26.2 kcal/mol
F_max ... 1.28 eV/Å
Total charge ... -1
HOMO-LUMO gap ... 0.198 hartree
Highest occupied orbital energy ... -3.7 eV

***

> The highest F_max belongs to which entry?

C57H86BF5N21O2P2

***

> Which formula does entry 2 have?

C57H97CdN8SSi4Te